Here is a structure of composition C9H6GaN2O4 from the Open Molecules 2025 dataset. Energies are from ωB97M-V/def2-TZVPD.

**ΔE to the lowest compared entry with this formula, charge and spin**: 0.000 eV
**E_HOMO**: -19.164 eV
**E**: -2680.5408 Ha
**Orbital gap**: 0.169 Ha
**Charge**: +3

```
22
Properties=species:S:1:pos:R:3:forces:R:3
Ga 0.739752 0.391389 -2.038578 -0.58 -1.88 2.56
O 0.541777 3.402843 -1.947532 -0.65 -6.85 -1.31
O -3.036396 0.482437 -4.157908 3.82 -0.19 0.70
O 3.752708 0.604229 -3.749140 -4.48 -0.50 2.59
O 0.735302 -2.715256 -2.420555 -1.55 7.54 0.24
N 0.116779 0.172010 0.022587 1.39 0.50 -2.78
N -0.826843 -0.748741 3.954293 0.68 0.44 -2.17
C -0.511739 -0.460466 2.653183 -0.71 -0.64 3.00
C 2.763921 0.501659 -3.172341 4.02 0.45 -2.13
C -1.173550 0.162109 0.429080 -1.21 -0.23 0.83
C -1.920799 0.431538 -3.903672 -3.41 0.19 -0.35
C 1.101039 -0.107144 0.906919 0.59 -0.65 1.89
C -1.530795 -0.173483 1.722802 0.17 0.38 -1.57
C 0.833343 -0.433357 2.228985 0.71 0.34 -1.49
C 0.541425 -1.556101 -2.389987 1.44 -8.76 -0.84
C 0.468924 2.256128 -2.151233 0.14 9.75 0.90
H 2.121457 -0.069008 0.532270 -0.06 -0.06 0.25
H 1.639768 -0.670391 2.924508 -0.13 0.14 -0.31
H -1.809777 -0.756466 4.241052 0.74 -0.08 0.16
H -1.909231 0.448739 -0.315428 -0.15 -0.15 0.18
H -2.573487 -0.223360 2.017852 0.06 0.17 -0.17
H -0.063573 -0.939306 4.612843 -0.83 0.08 -0.17
```
Forces are in eV/Å.

Here is a structure of composition C26H27N6O2ReSbSe4 from the Open Molecules 2025 dataset. Energies are from ωB97M-V/def2-TZVPD.

**ΔE to the lowest compared entry with this formula, charge and spin**: 0.000 eV
**E_HOMO**: -10.889 eV
**E**: -11410.0171 Ha
**Orbital gap**: 0.226 Ha
**Charge**: +1

```
67
Properties=species:S:1:pos:R:3:forces:R:3
Re -0.395408 -0.478651 -0.185222 0.32 0.30 0.51
Sb -5.867894 -1.394465 0.486835 0.04 -0.14 0.04
Se -3.617258 -2.415205 1.178367 0.05 0.32 -0.25
Se -6.644002 -2.259922 -1.508026 -0.09 -0.09 -0.15
Se -6.455198 0.327746 1.906572 -0.07 0.16 0.15
Se -2.730122 -0.716054 -0.239597 -0.15 -0.42 0.08
O 0.935539 -1.875384 -0.455107 -0.07 -0.01 -0.03
O -0.685223 1.358977 -0.877653 0.08 -0.04 0.01
N 1.303573 0.594979 0.864211 0.09 -0.08 0.02
N -1.230724 0.397304 -2.862347 -0.09 0.06 0.01
N 3.524279 0.367444 1.889745 0.05 -0.04 0.01
N 3.066563 2.276731 0.498850 0.01 0.04 -0.02
N -0.596114 -0.662268 -2.223258 -0.14 0.02 -0.18
N 2.037594 2.094972 2.665566 -0.03 0.02 0.06
C 0.919366 1.387185 2.103105 -0.17 0.08 -0.13
C 0.352736 -2.836223 -2.580365 0.08 -0.01 0.15
C -2.203122 5.043973 -2.189809 -0.01 0.02 -0.01
C -0.339600 -1.677498 -2.998789 0.06 0.05 0.11
C -0.204192 -3.027901 3.442131 -0.02 0.00 0.03
C -0.904202 -2.291333 4.386381 -0.01 0.02 -0.05
C -2.853009 2.673613 -3.493192 0.02 0.04 -0.03
C -1.263523 1.422437 -2.077595 0.08 -0.16 0.02
C 1.752799 -4.003018 -0.976077 0.01 -0.04 -0.06
C -3.145860 5.039727 -3.208802 0.01 0.02 0.01
C -1.906820 2.677628 -2.469451 -0.06 0.04 -0.02
C 1.940942 1.604657 -0.088060 -0.01 -0.12 -0.14
C -1.513641 -1.105471 4.003023 0.05 -0.04 0.08
C -1.586339 3.863409 -1.813077 -0.04 -0.03 0.02
C -0.082195 -2.568398 2.137556 0.09 -0.09 -0.13
C 2.422219 -0.339283 1.291600 -0.11 -0.07 0.10
C 1.843390 -5.059989 -1.852815 0.02 0.01 0.05
C 2.606456 3.009917 1.679604 0.01 0.00 -0.02
C 1.205293 -5.031151 -3.100697 -0.01 -0.02 -0.04
C 4.075574 1.301997 0.910947 0.02 0.00 0.00
C 0.992121 -2.881657 -1.322126 -0.05 0.00 -0.19
C 0.483035 -3.927023 -3.464523 0.01 -0.01 0.01
C 3.058890 1.120283 3.053481 0.01 0.00 0.01
C -3.472307 3.855983 -3.857132 0.01 -0.01 0.00
C -0.670493 -1.367523 1.729259 -0.06 0.00 0.05
C -1.426782 -0.676115 2.688950 0.06 0.18 -0.11
H 1.991145 -1.047238 1.999134 0.04 0.00 -0.02
H 1.295596 -5.872758 -3.772113 0.00 0.00 -0.01
H -1.964133 0.226195 2.409856 0.02 -0.03 0.01
H 2.424322 -5.929165 -1.573975 0.00 0.00 0.00
H 2.248721 1.056549 -0.982487 0.02 0.01 0.01
H 0.127588 2.081365 1.810443 0.02 -0.01 0.01
H 3.447739 3.540182 2.124697 0.00 0.00 0.00
H 0.538460 0.684354 2.835508 -0.05 -0.04 0.03
H 2.638354 0.430598 3.787282 0.00 0.00 -0.01
H -3.099701 1.744515 -3.988186 0.00 0.00 0.00
H -0.668140 -1.581813 -4.029369 0.00 0.00 -0.01
H 0.254759 -3.968246 3.718878 0.00 -0.01 0.00
H -2.088439 -0.529580 4.716522 0.00 0.00 0.00
H 1.178994 2.328874 -0.351759 0.01 0.03 -0.02
H 3.902124 1.642986 3.504133 0.00 0.00 0.00
H -1.951814 5.968095 -1.687710 0.00 0.01 0.00
H -0.858612 3.859297 -1.012826 0.00 -0.01 0.00
H 4.421112 0.748666 0.035944 0.00 0.00 0.01
H 1.850977 3.738337 1.379992 0.00 0.00 0.01
H 2.765324 -0.872718 0.409315 0.01 0.02 0.02
H 4.922784 1.827830 1.350353 0.00 0.00 0.00
H 2.258547 -4.019906 -0.020181 -0.01 0.02 0.01
H -3.631439 5.962322 -3.497184 0.00 0.01 0.00
H -0.993477 -2.649254 5.403020 0.00 0.00 0.01
H 0.476513 -3.173002 1.434775 -0.02 0.04 0.01
H -4.212973 3.856085 -4.644853 0.00 0.00 -0.01
H -0.000672 -3.877002 -4.431670 -0.01 0.01 -0.01
```
Forces are in eV/Å.

Here is an isolated molecule of C17H24N2O6S2 from the Open Molecules 2025 dataset. Energies are from ωB97M-V/def2-TZVPD.

**ΔE to the lowest compared entry with this formula, charge and spin**: 1.658 eV
**E_HOMO**: -8.889 eV
**E**: -2019.4311 Ha
**Orbital gap**: 0.297 Ha
**SMILES**: CCOC(=O)CSc1ccc(S(=O)(=O)N(C)C2CCCCC2)cc1[N+](=O)[O-]

```
51
Properties=species:S:1:pos:R:3:forces:R:3
S -3.435121 3.014014 -0.743357 -0.31 0.02 -0.11
S 2.656326 2.279241 0.758766 -0.14 -0.06 -0.15
O -3.935408 -0.795025 0.051023 -0.44 -0.22 0.22
O 3.383676 3.437673 0.336213 -0.19 0.04 -0.28
O 2.825264 1.794480 2.094007 -0.23 -0.23 0.02
O -2.298659 0.234596 -1.083526 -0.10 -0.22 -0.03
O -1.882777 0.226884 2.242426 0.06 -0.21 0.16
O -3.350568 1.785979 2.050098 0.01 0.09 0.20
N 2.999899 1.049539 -0.288920 0.07 0.87 0.76
N -2.269878 1.289457 1.797949 -0.47 -0.30 0.45
C 3.671104 -1.306269 -0.083295 -0.11 0.12 0.37
C 0.904232 2.596356 0.501088 0.59 -0.01 0.05
C -3.382707 0.237439 -0.557501 0.02 0.27 -0.33
C 1.957398 -3.134183 -0.218465 -0.08 0.01 0.32
C 3.223731 -2.651122 0.482884 0.04 -0.07 -0.36
C -0.019399 1.874008 1.215252 -0.33 -0.11 0.26
C 0.492548 3.486319 -0.481726 0.11 0.02 0.04
C -4.065000 -3.127044 0.574017 0.08 0.45 -0.10
C 2.547044 -0.278577 0.081772 -0.07 -0.55 0.04
C -1.810211 2.839866 -0.102998 -0.14 -0.23 0.25
C -0.846663 3.599347 -0.779432 -0.15 -0.17 0.18
C -1.379745 2.013875 0.943265 1.22 0.89 -0.74
C -4.303769 1.440286 -0.469476 0.25 0.36 0.15
C -3.152899 -1.994072 0.149386 0.38 -0.42 -0.05
C 1.301597 -0.754723 -0.670306 -0.07 0.10 0.31
C 3.098512 1.415027 -1.678578 0.00 0.27 -0.35
C 0.846137 -2.095297 -0.099170 0.09 -0.06 -0.34
H 1.237507 4.064850 -1.003994 0.03 0.13 -0.12
H 0.574475 -1.967502 0.950609 -0.08 0.00 0.09
H -2.684609 -2.187867 -0.821348 -0.05 0.03 0.17
H 0.494210 -0.024261 -0.590608 -0.01 0.02 -0.09
H 3.733488 0.701334 -2.201416 -0.01 -0.01 -0.01
H -5.042285 1.395134 -1.271477 0.04 -0.03 -0.02
H -4.530341 -2.889780 1.526287 -0.06 -0.05 0.11
H 2.120913 1.460651 -2.171873 0.03 -0.04 -0.05
H 0.301901 1.216042 2.008226 -0.02 -0.07 0.05
H 4.559652 -0.948719 0.437770 0.05 0.04 -0.04
H -1.182570 4.254666 -1.568184 0.03 0.03 -0.13
H -0.040999 -2.435837 -0.636149 -0.08 0.02 0.06
H -4.815541 1.448507 0.495081 0.03 -0.11 -0.29
H 3.028377 -2.543284 1.551473 0.03 -0.03 0.10
H 1.629608 -4.079577 0.218018 0.01 -0.06 -0.07
H 3.565618 2.396416 -1.712940 0.04 -0.06 -0.26
H -4.844356 -3.285717 -0.166684 -0.07 -0.07 -0.05
H 4.020672 -3.387035 0.359722 0.02 0.00 0.10
H 2.319275 -0.200373 1.148536 -0.03 -0.25 -0.05
H -2.366236 -1.817259 0.892033 -0.08 0.00 -0.19
H 1.539652 -0.880841 -1.728476 -0.01 0.03 -0.11
H 3.916351 -1.418705 -1.141277 0.05 0.02 -0.10
H -3.483258 -4.037723 0.679922 0.05 -0.11 0.02
H 2.173817 -3.311176 -1.274636 0.00 -0.06 -0.07
```
Forces are in eV/Å.